Density functional theory data (ωB97M-V/def2-TZVPD) for a 6-piece molecular cluster, C12H32F2N6O11S2 overall in a non-equilibrium geometry.

Highest occupied orbital energy   -0.505 Eh
E   -71512.1500 eV
Charge   +2
Energy relative to the best compared isomer or geometry (same formula, charge and spin)   0.0 kJ/mol
Orbital gap   8.691 eV

Each line ends with the natural charge from an NBO analysis.
Atoms and positions in Å:
C1 -5.1673 -0.4088 0.7947  -0.753
C2 -5.4408 -0.6759 -0.6464  0.732
O1 -6.4019 -1.1060 -1.1609  -0.431
N1 -4.2455 -0.3794 -1.5770  -0.624
H1 -3.3368 -0.4775 -1.0386  0.479
H2 -4.1787 -1.1490 -2.2513  0.437
C3 -4.4677 0.9186 -2.2488  -0.428
H3 -6.0420 0.0841 1.2171  0.280
H4 -4.3217 0.2675 0.9251  0.247
H5 -4.9463 -1.3399 1.3142  0.283
H6 -3.6710 1.1364 -2.9548  0.242
H7 -4.4453 1.7000 -1.4887  0.228
H8 -5.4313 0.9323 -2.7467  0.249
C4 1.3125 -4.3346 2.3897  -0.742
C5 1.1314 -5.5480 3.2409  0.720
O2 0.2587 -6.3219 3.2048  -0.417
N2 2.0915 -5.6636 4.4591  -0.588
H9 2.9781 -5.2196 4.2035  0.434
H10 1.7600 -5.1552 5.2851  0.452
C6 2.3629 -7.0951 4.8205  -0.423
H11 2.3464 -4.0172 2.2548  0.240
H12 0.7701 -3.5626 2.9472  0.285
H13 0.8746 -4.5237 1.4164  0.296
H14 3.1176 -7.1393 5.6012  0.246
H15 2.8214 -7.5504 3.9442  0.235
H16 1.4384 -7.5840 5.0936  0.259
C7 -0.5884 4.2221 -0.2609  -0.756
C8 -0.3877 5.7019 -0.1676  0.726
O3 -1.1199 6.4972 0.2754  -0.445
N3 0.9542 6.1354 -0.6883  -0.621
H17 1.5308 6.6175 0.0077  0.442
H18 1.5400 5.3246 -1.0207  0.471
C9 0.8414 7.1431 -1.8192  -0.413
H19 -0.2458 3.7871 -1.1979  0.253
H20 -1.6744 4.1095 -0.2083  0.253
H21 -0.2265 3.6597 0.5987  0.290
H22 1.8368 7.2207 -2.2434  0.245
H23 0.4334 8.0701 -1.4351  0.240
H24 0.1584 6.7494 -2.5684  0.227
C10 3.7938 0.4577 -0.3983  -0.758
C11 3.7442 -0.4214 -1.5933  0.733
O4 4.5781 -1.1658 -1.9714  -0.462
N4 2.4312 -0.3911 -2.3472  -0.620
H25 1.8982 0.4814 -2.1429  0.491
H26 2.6923 -0.2555 -3.3286  0.439
C12 1.6881 -1.7314 -2.1767  -0.387
H27 3.0051 0.2591 0.3244  0.273
H28 3.7461 1.5144 -0.6664  0.284
H29 4.7562 0.2731 0.0786  0.256
H30 2.0123 -2.1951 -3.1010  0.228
H31 0.6282 -1.5212 -2.1526  0.237
H32 2.0056 -2.2218 -1.2685  0.236
N5 -1.9163 -0.7969 -0.1074  -1.228
S1 -0.7273 0.3411 0.1600  2.478
O5 0.6560 0.0248 0.2044  -0.914
O6 -1.1855 1.3793 1.0042  -0.902
F1 -0.8360 0.9283 -1.3118  -0.509
S2 -1.4264 -1.9798 0.7960  2.504
O7 -1.3066 -1.7404 2.1909  -0.902
O8 -0.3256 -2.6379 0.1534  -0.968
F2 -2.6301 -2.9593 0.5282  -0.485
N6 2.1288 3.3399 -2.3071  0.722
O9 2.5174 4.0730 -1.3532  -0.577
O10 1.6549 2.2041 -2.0232  -0.605
O11 2.1976 3.7158 -3.4617  -0.412

Density functional theory data (ωB97M-V/def2-TZVPD) for C12H32FLi3N2O4 as an isolated structure in a non-equilibrium geometry.

Highest occupied orbital energy   -0.268 Eh
E   -27466.5074 eV
Energy relative to the best compared isomer or geometry (same formula, charge and spin)   12.6 kJ/mol
Orbital gap   6.441 eV

Each line ends with the natural charge from an NBO analysis.
Atoms and positions in Å:
Li1 0.5464 -1.0279 -3.8321  0.960
Li2 2.8559 0.0986 -2.2038  0.942
Li3 0.6342 -1.2159 -0.9020  0.885
F1 0.9006 0.4366 -2.1348  -0.950
C1 -0.7227 -4.3869 -0.9784  -0.635
C2 -0.3780 -3.8538 -2.4063  -0.026
O1 0.3534 -2.6594 -2.5483  -1.080
H1 -1.3308 -3.6152 -0.5065  0.174
H2 0.2194 -4.5639 -0.4596  0.203
H3 -1.3541 -5.2735 -0.9204  0.202
H4 -1.3804 -3.7859 -2.8290  0.107
H5 0.1067 -4.6888 -2.9123  0.125
C3 4.9794 -1.4699 0.1261  -0.631
C4 3.5191 -1.7070 0.2662  -0.063
O2 2.8111 -1.7173 -0.9393  -1.060
H6 5.4230 -2.1796 -0.5723  0.209
H7 5.4856 -1.5428 1.0886  0.199
H8 5.2911 -0.4541 -0.1168  0.175
H9 2.9830 -0.9728 0.8676  0.119
H10 3.3759 -2.6772 0.7418  0.130
C5 0.7899 0.0793 2.1161  -0.624
C6 0.1674 -1.3226 1.8513  -0.070
C7 -0.7419 -1.8270 3.0653  -0.076
O3 -1.5313 -2.9981 2.7631  -0.566
C8 -2.5794 -3.3423 3.6683  -0.244
N1 -0.6865 -1.2084 0.6848  -0.888
H11 0.0519 0.8802 2.1624  0.216
H12 1.4276 0.2476 1.2484  0.217
H13 1.3453 0.1946 3.0469  0.217
H14 0.9814 -2.0270 1.6800  0.210
H15 -1.4032 -0.9733 3.2132  0.151
H16 -0.2740 -2.0174 4.0312  0.175
H17 -2.9428 -4.2853 3.2600  0.199
H18 -3.4330 -2.6790 3.8080  0.170
H19 -2.0813 -3.5005 4.6249  0.167
H20 -1.3480 -0.4620 0.8441  0.372
H21 -1.1390 -2.1056 0.7868  0.395
C9 -0.2419 3.5015 -2.5064  -0.642
C10 -0.6054 3.5067 -1.0031  -0.060
C11 -1.6721 4.5682 -0.7029  -0.054
O4 -1.2366 5.9022 -0.9319  -0.547
C12 -2.2826 6.9088 -0.9543  -0.261
N2 -0.8275 2.2047 -0.5502  -0.841
H22 0.4367 2.6785 -2.7307  0.213
H23 0.3066 4.4031 -2.7792  0.212
H24 -1.0400 3.2921 -3.2186  0.190
H25 0.3283 3.9035 -0.6046  0.181
H26 -1.9043 4.4223 0.3520  0.170
H27 -2.5378 4.2950 -1.3062  0.156
H28 -2.1006 7.9827 -0.9970  0.202
H29 -2.7641 6.7716 0.0139  0.167
H30 -3.0737 6.8292 -1.6998  0.169
H31 -0.1164 1.6470 -1.0012  0.398
H32 -1.5902 1.7865 -1.0635  0.339

Density functional theory data (ωB97M-V/def2-TZVPD) for C12H32N3O17S2V2 as an isolated structure in a non-equilibrium geometry.

Highest occupied orbital energy   -0.483 Eh
E   -125266.1296 eV
Charge   +1
Orbital gap   5.256 eV

Each line ends with the Mulliken charge.
Atoms and positions in Å:
O1 -3.4158 -0.7700 0.5816  -0.559
V1 -3.8134 -1.9587 -0.3368  1.499
O2 -4.6713 -3.0049 0.4405  -0.503
O3 -0.4186 -1.0352 -3.2203  -0.469
V2 -1.7862 -1.7985 -3.1448  1.324
O4 -1.4372 -3.2151 -3.7834  -0.466
C1 -0.6025 -1.9430 1.1482  -1.238
C2 -0.6597 -2.7160 -0.1858  1.606
C3 -0.8733 -4.1811 0.0271  -1.780
O5 -1.6564 -2.2002 -1.0717  0.013
H1 -0.0292 -1.0343 1.0041  0.137
H2 -0.1549 -2.5720 1.9132  0.428
H3 -1.5877 -1.6337 1.4989  0.407
H4 0.3528 -2.5917 -0.5842  -0.479
H5 -0.7590 -4.6836 -0.9451  0.358
H6 -1.8646 -4.4402 0.4182  0.287
H7 -0.1322 -4.6932 0.6423  0.454
O6 -1.9052 5.1940 4.3796  -0.624
S1 -0.5906 5.0916 3.8553  1.166
O7 0.5301 5.5154 4.5921  -0.617
O8 -0.3154 3.5542 3.4903  -0.197
C4 -1.4729 2.8150 3.0896  -0.659
C5 -1.1304 1.4715 2.4323  -0.234
C6 -0.3992 5.7811 2.2375  -0.834
H8 -2.0292 3.4118 2.3631  0.440
H9 -2.0915 2.5890 3.9570  0.323
H10 -2.0189 1.0743 1.9602  0.232
H11 -0.7189 0.8017 3.1922  0.379
H12 -0.2944 1.6584 1.7587  -0.290
H13 -1.1149 5.3267 1.5549  0.248
H14 0.5946 5.4648 1.9392  0.233
H15 -0.5172 6.8571 2.2742  0.458
O9 1.4212 3.6062 -0.4645  -0.633
S2 0.3416 3.4030 -1.3651  1.302
O10 -0.8508 4.1696 -1.1862  -0.678
O11 0.8729 3.6525 -2.8205  -0.311
C7 0.0650 3.1784 -3.9451  0.014
C8 0.4709 4.0378 -5.0805  -1.369
C9 -0.0568 1.6648 -1.3328  -0.169
H16 -0.9827 3.2308 -3.6256  0.351
H17 0.2686 2.1037 -4.0166  0.161
H18 -0.0278 3.7648 -6.0169  0.404
H19 1.5203 3.8864 -5.3224  0.322
H20 0.2031 5.0644 -4.8564  0.339
H21 -1.0746 1.6133 -1.7181  0.382
H22 0.1159 1.3879 -0.3045  -0.506
H23 0.5886 1.0928 -1.9926  0.320
C10 2.5758 2.2310 2.8687  -0.584
N1 2.7140 0.9536 2.1436  0.828
O12 2.0501 0.8271 1.1325  -0.390
O13 3.3598 0.0660 2.6263  -0.545
H24 2.7038 3.0264 2.1369  0.218
H25 3.3035 2.3455 3.6615  0.377
H26 1.5834 2.3059 3.3126  0.122
C11 3.1003 -1.5952 -1.1633  -0.603
N2 3.1018 -2.8546 -1.9798  0.993
O14 2.4815 -2.8708 -3.0260  -0.554
O15 3.7828 -3.7610 -1.5806  -0.576
H27 2.7059 -1.7957 -0.1789  0.236
H28 2.4207 -0.9437 -1.7026  0.117
H29 4.1310 -1.2646 -1.1513  0.368
C12 -1.0007 -7.9934 -0.6552  -0.762
N3 -0.6440 -7.5951 0.7123  0.924
O16 -1.5383 -7.4978 1.4982  -0.526
O17 0.5132 -7.3315 0.9361  -0.513
H30 -1.8129 -7.3859 -1.0425  0.256
H31 -1.3051 -9.0332 -0.7145  0.296
H32 -0.1190 -7.8247 -1.2646  0.345

Density functional theory data (ωB97M-V/def2-TZVPD) for a 4-piece molecular cluster, C12H32O12S4 overall in a non-equilibrium geometry.

Highest occupied orbital energy   -0.419 Eh
SMILES   CCOS(C)(=O)=O.CCOS(C)(=O)=O.CCOS(C)(=O)=O.CCOS(C)(=O)=O
E   -80871.0299 eV
Energy relative to the best compared isomer or geometry (same formula, charge and spin)   121.2 kJ/mol
Orbital gap   11.566 eV

Each line ends with the natural charge from an NBO analysis.
Atoms and positions in Å:
C1 2.9655 0.2761 -5.2679  -0.625
C2 3.9424 1.2882 -5.8849  -0.067
O1 3.9709 2.3980 -4.9258  -0.736
S1 4.4017 3.8567 -5.4525  2.375
C3 6.1516 3.8752 -4.9537  -0.873
O2 4.2372 3.9257 -6.8749  -0.933
O3 3.7502 4.8036 -4.6111  -0.924
H1 3.2825 0.2403 -4.2284  0.218
H2 3.1108 -0.6861 -5.7543  0.219
H3 1.9612 0.6561 -5.4251  0.221
H4 4.9709 0.9245 -5.8719  0.174
H5 3.6366 1.6595 -6.8583  0.215
H6 6.6670 2.9849 -5.3065  0.235
H7 6.1518 3.9083 -3.8667  0.249
H8 6.6478 4.7710 -5.3186  0.251
C4 0.4646 -0.9538 -2.3141  -0.617
C5 0.2504 -1.5947 -0.9401  -0.073
O4 -0.6714 -2.6671 -1.1342  -0.725
S2 -0.9267 -3.7225 0.0539  2.362
C6 -2.0710 -2.7735 1.0831  -0.865
O5 -1.5651 -4.8225 -0.5930  -0.902
O6 0.3050 -3.8629 0.8062  -0.954
H9 1.2283 -0.1834 -2.1966  0.214
H10 -0.4944 -0.5219 -2.5948  0.214
H11 0.8613 -1.7013 -2.9958  0.222
H12 1.2156 -1.9832 -0.6119  0.201
H13 -0.1518 -0.8407 -0.2581  0.168
H14 -2.9874 -2.9081 0.5108  0.252
H15 -1.6552 -1.7863 1.2321  0.242
H16 -2.1350 -3.3268 2.0179  0.261
C7 0.6291 -4.8214 4.0426  -0.617
C8 0.2409 -3.4985 4.7212  -0.081
O7 -0.7776 -3.7267 5.6943  -0.720
S3 -1.9263 -2.6023 5.9156  2.376
C9 -0.9428 -1.2902 6.6789  -0.898
O8 -2.3424 -2.1690 4.6150  -0.948
O9 -2.8150 -3.1918 6.8544  -0.901
H17 1.2212 -4.4763 3.1990  0.234
H18 -0.3145 -5.2806 3.7529  0.220
H19 1.1413 -5.5079 4.7123  0.212
H20 1.0773 -3.0164 5.2356  0.170
H21 -0.1366 -2.8799 3.9024  0.195
H22 0.0770 -1.5122 6.3888  0.244
H23 -1.2098 -1.1250 7.7207  0.263
H24 -1.1754 -0.2965 6.2804  0.253
C10 -2.5763 1.3310 -0.6160  -0.639
C11 -3.7471 1.6629 0.2680  -0.085
O10 -4.1145 3.0235 0.0485  -0.722
S4 -4.4300 4.0036 1.3397  2.354
C12 -2.8502 4.8691 1.3482  -0.869
O11 -5.4642 4.8656 0.8728  -0.905
O12 -4.5709 3.2138 2.5337  -0.924
H25 -1.6113 1.8101 -0.4047  0.208
H26 -2.7150 1.6898 -1.6393  0.225
H27 -2.3478 0.2633 -0.5724  0.210
H28 -4.6013 0.9937 0.1285  0.191
H29 -3.5165 1.4821 1.3263  0.201
H30 -2.2231 4.2519 1.9923  0.242
H31 -3.0167 5.8135 1.8603  0.252
H32 -2.4771 4.8874 0.3352  0.258